10
Properties=species:S:1:pos:R:3:lowdin_charge:R:1 method="wB97M-V/def2-TZVPD" gap_ev=10.44 charge=0 e_homo_ev=-9.47 max_force_ev_per_a=1.3
O 2.198 0.165 -0.199 0.078
C 0.876 -0.041 -0.113 -0.445
N 0.346 -1.229 -0.139 0.070
N -1.035 -1.012 -0.108 -0.053
C -1.266 0.357 -0.057 -0.124
C -0.091 1.013 0.008 0.000
H 2.597 -0.708 -0.330 0.117
H -1.407 -1.269 0.806 0.137
H -2.302 0.664 -0.047 0.115
H 0.083 2.061 0.179 0.104